1.
{"formula": "C24H34BI2NO5", "method": "ωB97M-V with the def2-TZVPD basis set", "gap_ev": 7.87, "homo_ha": -0.2937, "e_tot_ev": -54039.381, "species": ["C", "C", "O", "C", "C", "O", "C", "C", "B", "O", "O", "C", "N", "C", "O", "C", "C", "I", "C", "C", "I", "H", "H", "H", "H", "H", "H", "H", "H", "H", "H", "H", "H", "H", "H", "H", "H", "H", "H", "H", "H", "H", "H", "C", "C", "C", "C", "C", "C", "H", "H", "H", "H", "H", "H", "C", "C", "C", "C", "C", "C", "H", "H", "H", "H", "H", "H"], "xyz": [[1.42, 4.26, -2.17], [0.51, 3.05, -1.54], [0.34, 1.87, -2.39], [-0.91, 1.15, -2.11], [-0.77, -0.11, -1.07], [-0.08, 0.18, 0.19], [-0.85, 1.07, 1.07], [-0.49, 1.01, 2.66], [-0.91, 2.56, 3.14], [-2.32, 2.92, 3.53], [0.05, 3.70, 3.15], [-1.33, 0.03, 3.67], [-0.33, -0.60, 4.63], [1.06, -0.66, 4.03], [1.94, -1.62, 4.27], [1.09, 0.72, 3.14], [2.31, 1.07, 2.12], [3.65, 2.48, 3.20], [3.26, -0.14, 1.61], [2.50, -1.51, 1.11], [4.99, -0.56, 2.96], [0.71, 5.14, -2.48], [2.09, 4.68, -1.28], [2.13, 3.88, -3.02], [1.08, 2.68, -0.56], [-0.53, 3.48, -1.12], [-1.81, 1.86, -1.80], [-1.25, 0.68, -3.15], [-1.82, -0.65, -0.95], [-0.09, -0.92, -1.63], [-0.83, 2.21, 0.75], [-1.99, 0.74, 0.96], [-2.90, 2.32, 2.95], [-0.32, 4.39, 2.52], [-2.12, 0.48, 4.41], [-1.83, -0.90, 3.15], [-0.66, -1.41, 5.20], [1.24, 1.54, 3.99], [1.89, 1.68, 1.22], [3.80, 0.27, 0.62], [3.05, -2.41, 1.66], [2.62, -1.67, -0.05], [1.37, -1.60, 1.42], [-5.19, -2.50, 1.89], [-5.66, -3.81, 1.74], [-4.90, -4.75, 1.05], [-3.67, -4.39, 0.51], [-3.19, -3.08, 0.66], [-3.95, -2.14, 1.35], [-5.78, -1.77, 2.43], [-6.62, -4.09, 2.17], [-5.27, -5.76, 0.93], [-3.08, -5.12, -0.03], [-2.23, -2.81, 0.24], [-3.59, -1.12, 1.46], [3.69, -1.23, -6.03], [2.31, -1.29, -6.22], [1.46, -0.56, -5.38], [2.00, 0.23, -4.36], [3.38, 0.29, -4.18], [4.23, -0.44, -5.01], [4.35, -1.80, -6.68], [1.90, -1.90, -7.01], [0.39, -0.62, -5.52], [1.34, 0.80, -3.72], [3.80, 0.91, -3.39], [5.30, -0.40, -4.86]]}

---

2.
{"formula": "C46H49N8O5P2Re", "method": "ωB97M-V with the def2-TZVPD basis set", "charge": 3, "multiplicity": 2, "gap_ev": [5.21, 5.65], "s2": 0.771, "homo_ha": [-0.5692, -0.5689], "e_tot_ev": -91334.748, "species": ["Re", "N", "N", "C", "N", "N", "N", "O", "O", "H", "H", "H", "H", "H", "O", "C", "C", "C", "C", "C", "C", "P", "C", "C", "C", "C", "C", "C", "C", "C", "C", "C", "C", "C", "C", "C", "C", "C", "C", "C", "P", "C", "C", "C", "C", "C", "C", "C", "C", "C", "C", "C", "C", "H", "H", "H", "H", "H", "H", "H", "H", "H", "H", "H", "H", "H", "H", "H", "H", "H", "H", "H", "H", "H", "H", "H", "H", "H", "H", "H", "H", "C", "C", "C", "C", "O", "H", "H", "H", "H", "H", "H", "H", "H", "H", "C", "N", "C", "C", "C", "N", "C", "O", "N", "H", "H", "H", "H", "H", "H", "H"], "xyz": [[-0.40, 0.22, -0.36], [1.54, 0.61, 1.71], [2.77, -0.08, 1.61], [3.09, -0.71, 0.46], [4.29, -1.26, 0.34], [2.13, -0.73, -0.45], [2.30, -1.23, -1.69], [1.39, -0.97, -2.45], [3.28, -1.87, -1.98], [1.69, 1.62, 1.62], [1.09, 0.42, 2.61], [3.50, 0.10, 2.29], [5.00, -1.17, 1.04], [4.51, -1.76, -0.52], [-0.92, 1.30, 2.99], [-1.91, 0.49, 3.55], [-2.49, 0.74, 4.79], [-3.44, -0.11, 5.33], [-3.84, -1.23, 4.63], [-3.28, -1.48, 3.40], [-2.32, -0.64, 2.84], [-1.62, -1.21, 1.24], [-3.19, -1.70, 0.44], [-4.22, -0.76, 0.46], [-5.45, -1.05, -0.10], [-5.67, -2.28, -0.70], [-4.64, -3.21, -0.76], [-3.40, -2.92, -0.20], [-0.85, -2.72, 1.93], [-1.54, -3.90, 2.18], [-0.96, -4.90, 2.94], [0.30, -4.74, 3.49], [1.01, -3.57, 3.24], [0.44, -2.57, 2.47], [-1.14, 2.67, 3.05], [-1.18, 3.42, 4.22], [-1.57, 4.75, 4.18], [-1.93, 5.35, 2.99], [-1.77, 4.64, 1.81], [-1.34, 3.32, 1.83], [-0.72, 2.59, 0.29], [0.89, 3.45, 0.09], [1.09, 4.74, 0.57], [2.34, 5.34, 0.46], [3.39, 4.66, -0.13], [3.20, 3.38, -0.63], [1.96, 2.77, -0.51], [-1.91, 3.18, -0.93], [-1.42, 3.71, -2.24], [-2.93, 2.02, -3.33], [-4.06, 2.91, -2.91], [-4.24, 3.31, -1.64], [-3.23, 3.09, -0.64], [-2.21, 1.60, 5.37], [-3.87, 0.11, 6.30], [-4.59, -1.90, 5.03], [-3.59, -2.36, 2.84], [-4.04, 0.20, 0.94], [-6.24, -0.32, -0.07], [-6.63, -2.51, -1.12], [-4.81, -4.16, -1.22], [-2.60, -3.65, -0.28], [-2.54, -4.05, 1.81], [-1.52, -5.80, 3.13], [0.73, -5.50, 4.12], [1.98, -3.42, 3.69], [0.96, -1.65, 2.29], [-0.88, 3.00, 5.17], [-1.62, 5.32, 5.10], [-2.30, 6.36, 2.97], [-2.00, 5.12, 0.86], [0.29, 5.29, 1.04], [2.48, 6.33, 0.85], [4.36, 5.12, -0.19], [4.02, 2.85, -1.10], [1.81, 1.77, -0.89], [-0.39, 4.07, -2.14], [-3.16, 1.61, -4.31], [-4.83, 3.10, -3.64], [-5.17, 3.75, -1.33], [-3.56, 2.86, 0.37], [-1.53, 2.68, -3.38], [-0.39, 1.60, -3.28], [0.97, 2.25, -3.70], [-0.63, 0.48, -4.31], [-0.27, 1.14, -2.01], [-1.39, 3.21, -4.33], [-2.04, 4.56, -2.51], [-2.87, 1.21, -2.60], [0.88, 2.62, -4.72], [1.74, 1.49, -3.68], [1.26, 3.07, -3.05], [-0.67, 0.92, -5.31], [-1.55, -0.05, -4.11], [0.20, -0.22, -4.28], [-3.18, -2.46, -3.89], [-2.02, -2.77, -3.07], [-1.31, -3.90, -3.28], [-0.27, -4.24, -2.49], [0.05, -3.38, -1.41], [-0.61, -2.23, -1.25], [-1.62, -1.90, -2.09], [-2.16, -0.79, -1.95], [1.02, -3.68, -0.54], [-3.85, -3.31, -3.90], [-2.88, -2.24, -4.91], [-3.69, -1.60, -3.45], [-1.63, -4.52, -4.11], [0.30, -5.13, -2.67], [1.52, -4.55, -0.63], [1.10, -3.16, 0.32]]}

---

3.
{"formula": "C21H25BeN8O5", "method": "ωB97M-V with the def2-TZVPD basis set", "charge": 1, "gap_ev": 8.98, "homo_ha": -0.4361, "de_lowest_kcal_mol": 0.0, "e_tot_ev": -44744.077, "species": ["Be", "N", "C", "C", "N", "C", "C", "N", "C", "C", "N", "H", "H", "H", "H", "H", "H", "O", "C", "N", "C", "O", "C", "C", "C", "C", "N", "C", "H", "H", "H", "H", "H", "H", "H", "H", "C", "C", "C", "C", "C", "C", "O", "N", "C", "O", "N", "C", "O", "H", "H", "H", "H", "H", "H", "H", "H", "H", "H", "H"], "xyz": [[11.47, 8.76, 7.82], [11.45, 5.49, 5.91], [10.14, 5.33, 6.28], [9.79, 6.46, 6.95], [10.85, 7.30, 6.95], [11.86, 6.70, 6.37], [13.15, 7.40, 6.45], [13.08, 8.59, 7.03], [14.34, 9.10, 7.01], [15.17, 8.26, 6.37], [14.41, 7.17, 6.04], [12.04, 4.81, 5.45], [9.61, 4.37, 6.13], [8.86, 6.72, 7.42], [14.60, 10.05, 7.44], [16.24, 8.35, 6.12], [14.75, 6.33, 5.58], [7.07, 9.26, 8.95], [6.49, 10.30, 8.23], [6.82, 11.60, 8.74], [7.81, 12.44, 8.30], [7.80, 13.64, 8.57], [8.92, 11.82, 7.49], [9.49, 12.56, 6.43], [10.55, 11.99, 5.71], [11.03, 10.78, 6.13], [10.55, 10.11, 7.18], [9.48, 10.60, 7.83], [6.62, 9.18, 9.79], [5.39, 10.23, 8.19], [6.83, 10.20, 7.22], [6.12, 12.09, 9.28], [9.08, 13.51, 6.21], [11.00, 12.48, 4.86], [11.85, 10.33, 5.60], [9.16, 10.02, 8.68], [9.02, 9.85, 11.81], [10.30, 10.58, 12.19], [11.63, 9.90, 11.71], [12.83, 10.76, 12.23], [14.22, 10.17, 11.98], [11.67, 8.53, 12.32], [11.71, 8.37, 13.53], [11.60, 7.44, 11.47], [11.60, 7.45, 10.09], [11.62, 6.38, 9.49], [11.50, 8.69, 9.46], [11.72, 9.85, 10.17], [11.94, 10.88, 9.57], [8.20, 10.40, 12.22], [9.00, 8.84, 12.24], [8.90, 9.76, 10.71], [10.41, 10.77, 13.25], [10.34, 11.57, 11.73], [12.69, 10.94, 13.30], [12.77, 11.72, 11.74], [14.32, 9.24, 12.52], [14.97, 10.83, 12.38], [14.41, 10.03, 10.90], [11.63, 6.54, 11.94]]}